# 1
Here is a molecular structure, C35H52OP4Sn from the OMol25 dataset. Energies are from ωB97M-V/def2-TZVPD.

Each line ends with the Mulliken charge.
Geometry (Å):
Sn 0.861 0.435 -0.797  -0.1039
P 2.734 1.013 0.986  0.8508
P -0.263 2.698 -1.411  1.0891
P 2.879 -0.389 -2.213  0.9213
H -0.673 -2.226 0.316  0.2666
C 0.251 -2.708 -0.072  -0.7085
C 1.302 -3.056 0.697  -0.2994
H 1.523 -2.517 1.644  0.1094
C 2.234 1.288 2.708  -0.8246
C 3.506 2.585 0.470  -1.1618
C 4.098 -0.206 1.103  -1.1180
C -1.668 2.014 -2.343  -0.3210
C -1.035 3.904 -0.294  -1.1149
C 0.780 3.431 -2.694  -1.1795
C 3.583 -2.010 -1.808  -1.1916
C 4.152 0.831 -2.632  -1.2075
C 2.179 -0.771 -3.813  -1.0301
H 0.235 -2.895 -1.163  0.6026
H 2.022 -3.833 0.397  0.4289
H 2.045 0.327 3.209  0.2606
H 1.319 1.902 2.742  -0.0160
H 3.040 1.824 3.233  0.6590
H 2.739 3.370 0.403  0.3615
H 4.023 2.497 -0.495  0.2834
H 4.228 2.852 1.252  0.5016
H 3.729 -1.136 1.563  0.2860
H 4.882 0.231 1.740  0.5301
H 4.530 -0.441 0.120  0.2580
H -2.059 2.834 -2.968  0.5842
H -2.454 1.652 -1.660  0.2639
H -1.385 1.167 -2.998  -0.2490
H -1.669 4.603 -0.854  0.5249
H -0.271 4.476 0.244  0.4285
H -1.670 3.393 0.446  0.2708
H 0.264 4.293 -3.120  0.5278
H 0.967 2.709 -3.496  0.3413
H 1.740 3.756 -2.285  0.3766
H 4.102 -2.387 -2.700  0.5331
H 2.784 -2.714 -1.541  0.2222
H 4.287 -1.966 -0.974  0.4442
H 4.671 0.500 -3.542  0.5102
H 4.887 0.946 -1.828  0.3928
H 3.698 1.810 -2.840  0.3367
H 2.919 -1.216 -4.488  0.5709
H 1.770 0.139 -4.260  0.3993
H 1.356 -1.474 -3.677  0.0209
C -0.893 -1.648 -5.302  1.4999
C -2.088 -1.248 -5.932  -0.8604
C -2.637 -2.063 -6.932  -0.5217
C -1.953 -3.220 -7.344  -0.6249
C -0.728 -3.583 -6.739  -0.5481
C -0.155 -2.782 -5.733  -0.4536
O -0.467 -0.940 -4.192  -0.1441
H -0.952 -0.086 -4.068  -0.3081
H -2.594 -0.326 -5.610  0.2501
H -3.600 -1.790 -7.385  0.3846
H -2.371 -3.834 -8.160  0.3911
H -0.232 -4.509 -7.077  0.3830
H 0.837 -3.014 -5.319  0.2803
C -3.242 3.696 4.752  -0.6222
C -2.156 3.993 3.923  -0.8442
C -1.463 2.980 3.256  -0.0588
C -1.866 1.637 3.415  0.0468
C -2.962 1.338 4.233  -0.2706
C -3.637 2.361 4.907  -0.7457
P -0.948 0.301 2.567  1.7579
C -0.372 -0.667 4.025  0.2373
C -0.028 -2.025 3.844  -1.0272
C 0.572 -2.751 4.875  -1.0059
C 0.841 -2.135 6.104  -0.5803
C 0.534 -0.782 6.282  -0.7244
C -0.050 -0.045 5.245  -0.6527
C -2.355 -0.716 1.971  0.1868
C -2.825 -1.929 2.518  0.0992
C -3.781 -2.687 1.827  -0.7681
C -4.337 -2.211 0.633  -0.6840
C -3.938 -0.962 0.132  -0.6283
C -2.979 -0.207 0.814  -0.4232
H -3.774 4.499 5.268  0.4476
H -1.835 5.028 3.790  0.4477
H -0.613 3.215 2.608  0.3466
H -3.291 0.303 4.347  0.3775
H -4.475 2.120 5.558  0.4797
H -0.255 -2.514 2.890  1.0310
H 0.821 -3.803 4.709  0.4935
H 1.295 -2.713 6.913  0.4669
H 0.749 -0.294 7.234  0.4846
H -0.270 1.015 5.387  0.4928
H -2.443 -2.298 3.474  0.6503
H -4.094 -3.652 2.231  0.4795
H -5.091 -2.799 0.102  0.4499
H -4.376 -0.573 -0.789  0.4942
H -2.694 0.784 0.443  0.2066

Gap between HOMO and LUMO (alpha / beta) = 0.07129 / 0.07867 Ha
Charge = +4
Max |F| = 0.0760 Eh/bohr
Lowest unoccupied orbital energy (alpha / beta) = -14.40 / -14.22 eV

***

# 2
Here is a molecular structure, C35H52P3PdSbSe from the OMol25 dataset. Energies are from ωB97M-V/def2-TZVPD.

Each line ends with the Mulliken charge.
Geometry (Å):
Pd -1.661 0.758 -0.672  0.3666
P -0.483 1.482 -2.902  0.9971
P -1.586 2.659 0.722  0.6648
P -3.873 0.455 -1.023  0.8780
H -1.104 -7.830 -1.058  0.3316
C -1.824 -7.647 -1.873  -0.6532
C -1.435 -7.297 -3.113  -0.5283
H -0.380 -7.288 -3.392  0.3155
C 1.171 1.814 -3.551  -1.2564
C -1.149 3.180 -2.813  -1.2844
C -1.344 0.747 -4.313  -1.1830
C -1.903 2.409 2.504  -0.9150
C 0.016 3.528 0.822  -0.4900
C -2.771 4.001 0.357  -1.3429
C -4.123 -1.112 -1.903  -0.8737
C -4.677 1.747 -2.006  -1.2148
C -4.844 0.330 0.505  -1.1445
H -2.884 -7.850 -1.637  0.3306
H -2.177 -7.156 -3.909  0.2665
H 1.725 0.881 -3.657  0.4666
H 1.728 2.483 -2.890  0.3048
H 1.027 2.283 -4.542  0.5835
H -0.663 3.782 -2.039  0.3232
H -2.231 3.202 -2.656  0.2473
H -0.939 3.657 -3.782  0.6126
H -1.010 -0.286 -4.427  0.4217
H -1.033 1.334 -5.190  0.4961
H -2.434 0.786 -4.191  0.2682
H -2.128 3.387 2.952  0.5390
H -1.031 1.982 3.015  0.0262
H -2.757 1.746 2.659  0.3133
H -0.147 4.546 1.206  0.5942
H 0.502 3.603 -0.156  0.1460
H 0.696 3.000 1.505  -0.2294
H -2.639 4.802 1.097  0.5615
H -3.800 3.633 0.421  0.3830
H -2.605 4.420 -0.642  0.3804
H -5.186 -1.220 -2.160  0.5174
H -3.806 -1.960 -1.279  0.1482
H -3.526 -1.132 -2.822  0.2821
H -5.745 1.516 -2.095  0.5253
H -4.247 1.805 -3.012  0.2806
H -4.574 2.730 -1.533  0.3021
H -5.905 0.184 0.253  0.5138
H -4.744 1.244 1.104  0.3091
H -4.495 -0.517 1.105  0.2872
C -1.455 -2.590 0.543  0.7573
C -0.978 -3.082 -0.682  -0.4312
C -1.427 -4.324 -1.135  -0.6867
C -2.313 -5.067 -0.350  0.0469
C -2.785 -4.587 0.873  -1.0188
C -2.362 -3.338 1.322  -0.1746
Se -1.008 -0.849 1.186  -0.5152
H -0.261 0.412 -1.846  -0.0043
H -0.294 -2.482 -1.278  0.3656
H -1.095 -4.713 -2.097  0.3748
H -2.645 -6.044 -0.691  0.2796
H -3.490 -5.185 1.460  0.4291
H -2.752 -2.928 2.254  0.4882
C 5.530 -2.270 3.495  -0.4868
C 4.221 -2.765 3.561  -0.4788
C 3.231 -2.275 2.696  -0.3717
C 3.546 -1.239 1.822  0.5017
C 4.851 -0.759 1.716  -0.0990
C 5.848 -1.273 2.565  -0.6604
Sb 1.878 -0.102 0.913  0.6101
C 1.737 1.005 2.815  1.1719
C 0.924 0.508 3.839  -1.0648
C 0.991 1.063 5.127  -0.5382
C 1.885 2.103 5.391  -0.7064
C 2.720 2.581 4.376  -0.6664
C 2.657 2.026 3.088  -0.2643
C 3.158 1.001 -0.534  1.1833
C 3.405 2.372 -0.465  -0.4277
C 4.314 2.955 -1.369  -0.8547
C 4.935 2.173 -2.348  -0.6499
C 4.660 0.805 -2.432  -0.6983
C 3.763 0.218 -1.523  -0.6944
H 6.302 -2.669 4.161  0.4590
H 3.964 -3.529 4.299  0.4615
H 2.223 -2.680 2.734  0.4694
H 5.127 0.019 0.994  0.3660
H 6.865 -0.884 2.506  0.4684
H 0.250 -0.338 3.658  0.3182
H 0.352 0.661 5.919  0.4856
H 1.944 2.523 6.391  0.4503
H 3.437 3.377 4.579  0.4833
H 3.369 2.364 2.324  0.3440
H 2.917 3.006 0.279  0.2916
H 4.536 4.024 -1.297  0.4417
H 5.637 2.625 -3.047  0.4490
H 5.135 0.184 -3.191  0.4890
H 3.550 -0.855 -1.593  0.4382

Gap between HOMO and LUMO (alpha / beta) = 0.25528 / 0.10733 Ha
⟨S²⟩ = 6.041
Charge = +4
Max |F| = 0.0593 Eh/bohr
2S+1 = 5
Lowest unoccupied orbital energy (alpha / beta) = -10.15 / -14.17 eV